Entry 1:
The following is a quantum chemistry calculation of an isolated molecule of C22H31N3O4, from the Open Molecules 2025 dataset.

CARTESIAN COORDINATES (ANGSTROEM)
1 C -2.530 2.869 -0.865
2 N -1.894 1.577 -0.829
3 C -0.566 1.329 -0.750
4 O -0.142 0.187 -0.720
5 C 0.375 2.534 -0.728
6 C 1.830 2.082 -0.978
7 N 2.599 1.872 0.224
8 C 2.614 2.802 1.204
9 O 3.335 2.734 2.182
10 C 1.605 3.908 0.979
11 C 0.264 3.271 0.616
12 H -0.504 4.043 0.571
13 H -0.021 2.560 1.395
14 H 1.526 4.492 1.896
15 H 1.946 4.566 0.176
16 C 3.394 0.671 0.355
17 H 3.940 0.495 -0.578
18 C 2.527 -0.544 0.693
19 H 1.731 -0.634 -0.047
20 H 3.142 -1.444 0.658
21 C 1.877 -0.388 2.071
22 N 0.693 -1.193 2.206
23 C -0.558 -0.701 2.186
24 O -0.868 0.474 2.176
25 C -1.514 -1.888 2.202
26 H -1.873 -2.040 1.183
27 C -0.637 -3.055 2.646
28 H -0.640 -3.134 3.734
29 H -0.953 -4.008 2.227
30 C 0.750 -2.636 2.155
31 H 0.924 -2.975 1.126
32 H 1.559 -3.005 2.791
33 H -2.369 -1.701 2.850
34 H 2.587 -0.648 2.865
35 H 1.561 0.647 2.216
36 H 4.111 0.858 1.159
37 H 2.332 2.842 -1.594
38 H 1.813 1.145 -1.537
39 H 0.104 3.203 -1.551
40 C -2.790 0.440 -0.761
41 C -3.185 -0.065 -2.158
42 O -2.078 -0.493 -2.916
43 C -1.353 -1.570 -2.490
44 C -0.071 -1.686 -3.025
45 C 0.745 -2.736 -2.662
46 C 0.296 -3.695 -1.768
47 C -0.984 -3.598 -1.257
48 C -1.811 -2.545 -1.612
49 H -2.809 -2.501 -1.201
50 H -1.351 -4.348 -0.570
51 H 0.939 -4.513 -1.477
52 H 1.742 -2.805 -3.072
53 H 0.265 -0.927 -3.714
54 H -3.615 0.750 -2.748
55 H -3.940 -0.857 -2.063
56 H -2.259 -0.349 -0.227
57 H -3.685 0.718 -0.201
58 H -1.894 3.615 -1.334
59 H -3.447 2.794 -1.452
60 H -2.791 3.204 0.143

Results
Electronic energy ... -1322.20897 hartree
Energy relative to the best compared isomer or geometry (same formula, charge and spin) ... 1.150 eV
HOMO ... -8.449 eV


Entry 2:
The following is a quantum chemistry calculation of an isolated molecule of C21H26N2O3, from the Open Molecules 2025 dataset.

CARTESIAN COORDINATES (ANGSTROEM)
1 C 0.565 0.789 3.284
2 H 0.451 0.312 4.262
3 O -0.646 0.802 2.570
4 C -1.215 -0.394 2.240
5 C -0.701 -1.642 2.570
6 C -1.348 -2.791 2.147
7 C -2.506 -2.728 1.386
8 C -3.031 -1.475 1.091
9 C -2.404 -0.322 1.516
10 H -2.805 0.651 1.281
11 H -3.943 -1.399 0.513
12 C -3.114 -3.975 0.804
13 H -4.039 -3.718 0.282
14 H -3.357 -4.694 1.589
15 C -2.128 -4.635 -0.183
16 N -1.422 -3.641 -0.957
17 C -0.133 -3.322 -0.671
18 O 0.594 -4.057 -0.028
19 C 0.352 -2.020 -1.211
20 C 1.711 -1.884 -1.477
21 C 2.232 -0.668 -1.875
22 C 1.408 0.442 -2.004
23 C 0.050 0.306 -1.738
24 C -0.476 -0.908 -1.346
25 H -1.527 -0.970 -1.104
26 H -0.584 1.176 -1.818
27 C 1.953 1.786 -2.401
28 N 1.414 2.830 -1.547
29 C 1.720 4.163 -2.032
30 C 1.025 5.184 -1.131
31 H 1.274 6.202 -1.436
32 O 1.444 5.059 0.207
33 C 1.183 3.759 0.685
34 C 1.870 2.699 -0.173
35 H 1.606 1.705 0.194
36 H 2.966 2.826 -0.102
37 H 1.561 3.731 1.708
38 H 0.100 3.569 0.689
39 H -0.063 5.036 -1.196
40 H 1.347 4.265 -3.054
41 H 2.808 4.358 -2.030
42 H 1.641 2.008 -3.428
43 H 3.058 1.766 -2.381
44 H 3.290 -0.577 -2.075
45 H 2.348 -2.746 -1.351
46 H -1.984 -2.973 -1.460
47 H -1.360 -5.193 0.356
48 H -2.661 -5.318 -0.851
49 H -0.923 -3.750 2.399
50 H 0.208 -1.738 3.141
51 H 1.356 0.281 2.722
52 H 0.836 1.834 3.423

Results
Electronic energy ... -1151.05315 hartree
Energy relative to the best compared isomer or geometry (same formula, charge and spin) ... 2.330 eV
HOMO ... -8.401 eV


Entry 3:
The following is a quantum chemistry calculation of an isolated ion of composition C7H9O2S and charge -1 in a non-equilibrium geometry, from the Open Molecules 2025 dataset.

CARTESIAN COORDINATES (ANGSTROEM)
1 C -2.410 0.158 0.554
2 C -3.640 -0.120 0.283
3 C -1.255 0.702 -0.390
4 C 0.124 0.714 0.292
5 C -0.096 -0.316 -0.802
6 C 0.450 0.228 1.685
7 C 0.569 -0.105 -2.135
8 O -4.730 -0.487 0.009
9 O -1.595 1.600 -1.224
10 S -0.126 -2.045 -0.286
11 H -2.161 0.327 1.588
12 H 0.747 1.550 -0.020
13 H -0.357 -0.367 2.110
14 H 0.650 1.069 2.349
15 H 1.335 -0.414 1.662
16 H 0.276 -0.891 -2.829
17 H 1.662 -0.099 -2.057
18 H 0.228 0.855 -2.524
19 H -1.453 -2.140 -0.152

Results
Charge ... -1
Electronic energy ... -820.75040 hartree
Energy relative to the best compared isomer or geometry (same formula, charge and spin) ... 2.804 eV
HOMO ... -2.885 eV


Entry 4:
The following is a quantum chemistry calculation of C52H44IN7O2P2SSr as an isolated structure in a non-equilibrium geometry, from the Open Molecules 2025 dataset.

CARTESIAN COORDINATES (ANGSTROEM)
1 Sr 0.974 -0.833 -0.531
2 N 4.412 -1.965 6.557
3 C 3.523 -1.985 5.467
4 C 3.012 -0.793 4.955
5 C 2.119 -0.813 3.896
6 C 1.728 -2.030 3.362
7 C 2.212 -3.222 3.866
8 C 3.110 -3.198 4.920
9 S 0.525 -2.095 2.098
10 O -0.572 -2.871 2.636
11 O 0.048 -0.722 1.725
12 N 1.143 -2.938 0.750
13 C 2.604 -2.883 0.338
14 N 3.498 -3.365 1.175
15 C 4.777 -3.236 0.813
16 C 5.170 -2.661 -0.370
17 C 4.154 -2.254 -1.241
18 N 2.884 -2.414 -0.943
19 H 4.928 -1.101 6.627
20 H 5.040 -2.755 6.572
21 H 3.332 0.156 5.369
22 H 1.751 0.107 3.464
23 H 1.896 -4.161 3.433
24 H 3.505 -4.129 5.313
25 H 5.513 -3.611 1.519
26 H 6.212 -2.542 -0.630
27 H 4.350 -1.826 -2.220
28 N -8.724 -2.681 -5.353
29 C -7.694 -2.447 -4.894
30 C -6.422 -2.158 -4.327
31 C -5.296 -2.080 -5.151
32 C -4.059 -1.821 -4.592
33 C -3.931 -1.621 -3.219
34 C -5.061 -1.686 -2.409
35 C -6.303 -1.963 -2.950
36 C -2.587 -1.365 -2.622
37 C -2.363 -0.024 -2.270
38 C -3.192 1.055 -2.705
39 C -2.524 2.212 -2.393
40 C -1.326 1.798 -1.762
41 N -1.219 0.486 -1.678
42 C -1.753 -2.485 -2.596
43 C -2.142 -3.815 -2.961
44 C -0.999 -4.572 -2.923
45 C 0.042 -3.680 -2.545
46 N -0.393 -2.455 -2.343
47 H -5.399 -2.229 -6.217
48 H -3.172 -1.764 -5.209
49 H -4.948 -1.527 -1.344
50 H -7.178 -2.038 -2.318
51 H -4.142 0.967 -3.211
52 H -2.831 3.230 -2.583
53 H -0.515 2.442 -1.448
54 H -3.142 -4.144 -3.203
55 H -0.900 -5.629 -3.122
56 H 1.094 -3.908 -2.445
57 I 1.741 0.279 -3.869
58 C 2.965 0.202 0.905
59 H 4.010 0.116 1.225
60 H 2.482 -0.757 1.155
61 H 2.452 0.960 1.509
62 C -1.789 2.453 4.891
63 P -0.999 1.292 3.641
64 C -2.397 1.020 2.510
65 C -2.953 -0.256 2.515
66 C -4.025 -0.558 1.689
67 C -4.550 0.414 0.850
68 C -3.996 1.687 0.831
69 C -2.921 1.984 1.651
70 C 0.164 2.438 2.777
71 C 0.321 2.607 1.405
72 C 1.336 3.405 0.895
73 C 2.248 4.015 1.740
74 C 2.138 3.816 3.107
75 C 1.110 3.041 3.613
76 P -3.065 3.724 4.478
77 C -3.261 4.539 6.120
78 C -3.793 5.831 6.161
79 C -4.022 6.477 7.363
80 C -3.736 5.839 8.564
81 C -3.227 4.551 8.542
82 C -2.994 3.907 7.334
83 C -2.157 5.077 3.631
84 C -2.641 5.517 2.402
85 C -2.021 6.557 1.722
86 C -0.913 7.177 2.275
87 C -0.432 6.762 3.511
88 C -1.052 5.723 4.182
89 H -0.986 2.870 5.503
90 H -2.327 1.754 5.541
91 H -2.514 -1.030 3.137
92 H -4.424 -1.565 1.678
93 H -5.368 0.175 0.182
94 H -4.385 2.437 0.155
95 H -2.458 2.962 1.594
96 H -0.308 2.105 0.682
97 H 1.443 3.500 -0.178
98 H 3.058 4.607 1.333
99 H 2.860 4.261 3.784
100 H 1.057 2.885 4.685
101 H -4.017 6.342 5.231
102 H -4.424 7.483 7.363
103 H -3.907 6.345 9.506
104 H -3.002 4.038 9.469
105 H -2.594 2.902 7.349
106 H -3.510 5.032 1.972
107 H -2.401 6.873 0.758
108 H -0.416 7.977 1.741
109 H 0.438 7.240 3.942
110 H -0.676 5.408 5.149

Results
Charge ... -2
Electronic energy ... -3951.11233 hartree
Energy relative to the best compared isomer or geometry (same formula, charge and spin) ... 1.270 eV
HOMO ... -1.151 eV